DFT (wB97M-V/def2-TZVPD) results for a 2-piece molecular cluster, C2H4N4S overall at a distorted geometry.

Geometry as XYZ:
```
11
Properties=species:S:1:pos:R:3:mulliken_charge:R:1
C -1.0297 -0.0210 -0.9386 -0.09
N -1.5227 -0.8743 -1.7712 -0.28
N -0.9379 -0.6071 -2.9447 -0.19
N -0.2260 0.3719 -2.8378 -0.23
N -0.3172 0.9126 -1.5972 0.04
H -1.2371 0.0325 0.1301 0.47
H 0.0159 1.8520 -1.2762 0.28
C 1.2942 -0.3800 2.8963 -0.30
S 1.7066 -0.7466 1.4234 -0.19
H 1.1569 0.6107 3.1745 0.27
H 1.0971 -1.1507 3.7414 0.23
```

Computed properties:
Energy above the lowest of the compared OMol25 structures with the same formula, charge and spin ... 3.276 eV
Orbital gap ... 8.6202 eV
LUMO energy ... -0.688 eV

***

DFT (wB97M-V/def2-TZVPD) results for one molecule with the formula C9H9N3.

Geometry as XYZ:
```
21
Properties=species:S:1:pos:R:3:mulliken_charge:R:1
N -1.0545 -2.9219 2.0731 -0.61
C -0.5585 -1.8235 1.3599 0.95
C 0.8520 -1.6468 1.2685 -0.80
C 1.3816 -0.6262 0.5236 -0.87
C 0.5621 0.2708 -0.1953 0.69
C 1.0500 1.3306 -1.0013 0.79
N 2.4101 1.5857 -1.0846 -0.51
C 0.1193 2.1550 -1.6287 -0.65
C -1.2576 1.9115 -1.4331 -0.35
N -1.7409 0.9285 -0.7088 -0.66
C -0.8376 0.0923 -0.1084 -0.03
C -1.3827 -0.9624 0.6637 -0.39
H -0.5129 -3.1375 2.9090 0.23
H -2.0305 -2.8654 2.2961 0.24
H 1.4941 -2.3336 1.8160 0.30
H 2.4681 -0.5045 0.5202 0.21
H 3.0269 0.7899 -0.9368 0.20
H 2.6938 2.1673 -1.8488 0.23
H 0.4384 3.0023 -2.2147 0.31
H -1.9798 2.5610 -1.9031 0.38
H -2.4735 -1.0334 0.7115 0.33
```

Computed properties:
Energy above the lowest of the compared OMol25 structures with the same formula, charge and spin ... 0.000 eV
Orbital gap ... 8.5631 eV
LUMO energy ... 0.718 eV

***

DFT (wB97M-V/def2-TZVPD) results for one molecule with the formula C7H15N at a distorted geometry.

Geometry as XYZ:
```
23
Properties=species:S:1:pos:R:3:mulliken_charge:R:1
C 2.6300 -0.3124 2.3830 -1.06
C 1.3438 -0.8106 1.7870 -0.28
C 0.3644 0.3233 1.3758 -0.75
C 0.4005 0.9633 -0.0480 -0.38
C -0.1175 0.1554 -1.1714 -0.42
C -1.3210 0.2061 -1.7165 0.53
C -1.9723 -0.9021 -2.4681 -1.22
N -2.3431 1.3170 -1.7199 -0.52
H 2.7415 0.7667 2.2739 0.33
H 3.5029 -0.6845 1.6405 0.20
H 2.9195 -0.5742 3.4025 0.31
H 1.5574 -1.4912 0.8298 0.13
H 0.9389 -1.7078 2.2467 0.46
H -0.6463 -0.1678 1.6183 0.20
H 0.3570 1.2149 1.9669 0.43
H -0.1688 1.9814 0.0549 0.29
H 1.5199 1.1524 -0.0948 0.20
H 0.4540 -0.8127 -1.2027 0.23
H -1.3284 -1.1767 -3.2873 0.28
H -2.1540 -1.7390 -1.8599 0.28
H -2.9878 -0.6426 -2.8326 0.36
H -2.6257 1.6677 -0.8127 0.17
H -3.0647 1.2734 -2.3657 0.22
```

Computed properties:
Energy above the lowest of the compared OMol25 structures with the same formula, charge and spin ... 2.587 eV
Orbital gap ... 9.2655 eV
LUMO energy ... 1.046 eV

***

DFT (wB97M-V/def2-TZVPD) results for a 5-piece molecular cluster, C30H68N2O8 overall at a distorted geometry.

Geometry as XYZ:
```
108
Properties=species:S:1:pos:R:3:mulliken_charge:R:1
C -3.0863 -1.9039 -0.9205 -1.56
C -3.8944 -1.2952 -2.1010 2.56
C -4.5474 -2.4129 -3.0411 -1.51
C -5.0993 -0.4727 -1.5530 -1.44
C -4.8112 0.7756 -0.8385 -0.61
C -3.8726 1.7282 -1.7653 -1.26
C -2.6322 0.9385 -2.3283 1.74
C -2.0635 1.8873 -3.5385 -1.92
C -1.5814 0.8729 -1.2029 -1.87
N -2.9686 -0.4193 -2.8654 -0.19
O -1.9287 -1.1235 -3.3788 -0.63
H -3.2804 -1.2789 -0.0488 0.74
H -3.3240 -2.9426 -0.6910 0.24
H -2.0157 -2.0151 -1.0928 0.17
H -5.3882 -2.0687 -3.6432 0.34
H -3.9056 -2.8387 -3.8124 -0.10
H -4.9574 -3.2959 -2.5509 0.36
H -5.6580 -0.0967 -2.4100 0.40
H -5.7735 -1.0515 -0.9217 0.33
H -5.7690 1.2250 -0.5761 0.50
H -4.3883 0.6150 0.1532 0.23
H -3.5061 2.5293 -1.1234 0.40
H -4.4377 2.0639 -2.6348 0.41
H -1.7171 2.8641 -3.2010 0.41
H -2.7657 2.1368 -4.3340 0.45
H -1.1913 1.4780 -4.0483 0.38
H -1.9820 0.4631 -0.2757 0.26
H -1.2060 1.8286 -0.8371 0.83
H -0.6400 0.4524 -1.5564 0.34
H -2.0159 -1.0578 -4.3325 0.55
C 3.2555 1.3115 -0.1371 -1.74
C 3.4844 2.5849 0.7693 2.60
C 2.3290 3.5987 0.4773 -1.47
C 3.3598 2.0763 2.2349 -1.49
C 3.8123 3.0561 3.3406 -1.20
C 5.1390 3.5701 2.9629 -1.29
C 5.3804 4.0876 1.4580 1.72
C 4.7087 5.4574 1.2781 -1.69
C 6.9830 4.2243 1.3382 -1.97
N 4.8404 2.9934 0.5993 0.11
O 5.1368 3.2466 -0.8274 -0.48
H 4.2004 0.7848 -0.2709 0.52
H 2.6663 0.5101 0.3086 0.11
H 2.8323 1.5568 -1.1112 0.33
H 2.3618 4.1443 -0.4657 0.27
H 1.3709 3.0813 0.4273 0.28
H 2.2827 4.2475 1.3519 0.37
H 2.3259 1.7841 2.4188 0.08
H 3.7923 1.0768 2.2801 0.75
H 2.9042 3.6585 3.3655 0.37
H 3.7487 2.3850 4.1972 0.43
H 5.9100 2.8506 3.2384 0.40
H 5.4286 4.4787 3.4908 0.50
H 4.3070 5.5425 0.2684 0.31
H 5.3428 6.3354 1.4014 0.42
H 3.9338 5.6351 2.0238 0.33
H 7.3009 4.6759 0.3985 0.43
H 7.3487 3.1989 1.2821 0.48
H 7.4523 4.8515 2.0962 0.41
H 6.0120 2.8778 -0.9674 0.33
C 1.4566 -2.1269 4.2469 -0.89
O 0.1255 -2.4806 3.9942 -0.50
C -0.9458 -2.0195 4.8341 -0.82
C -1.6530 -0.8505 4.1776 -0.04
O -0.9617 0.3990 4.2214 -0.34
C -1.6985 1.5543 3.8140 -0.68
H 1.8890 -2.6357 5.1084 0.38
H 1.6224 -1.0617 4.4082 0.29
H 2.0303 -2.4114 3.3650 0.37
H -0.3984 -1.6760 5.7119 0.38
H -1.5896 -2.8700 5.0581 0.40
H -2.6415 -0.7286 4.6206 0.66
H -1.8051 -1.0577 3.1184 -0.23
H -2.0083 1.4653 2.7728 0.14
H -1.2289 2.5315 3.9258 0.24
H -2.4990 1.6820 4.5427 0.38
C -0.2197 -3.2530 -0.4687 -1.58
O -1.3111 -2.5960 0.1449 -0.55
C -0.9969 -1.2887 0.5580 -0.26
C 0.0654 -1.2380 1.6842 -2.08
O 1.3357 -1.1525 0.8913 -0.67
C 2.3066 -0.7714 1.8128 -1.15
H -0.7573 -4.1766 -0.6830 0.91
H 0.4820 -3.5373 0.3155 0.48
H 0.2428 -2.7908 -1.3408 0.53
H -1.8849 -0.7802 0.9336 1.03
H -0.6755 -0.7765 -0.3489 -0.11
H 0.0671 -2.0228 2.4407 1.45
H -0.0866 -0.3601 2.3121 0.48
H 3.1685 -0.4589 1.2233 0.84
H 2.6263 -1.6473 2.3773 0.19
H 2.0941 -0.0601 2.6110 0.12
C -2.6274 -3.0132 -5.7306 -1.03
O -1.9995 -2.8052 -4.4306 0.22
C -0.6591 -3.3393 -4.3981 -1.05
C -0.2424 -3.6968 -2.9062 0.53
O -0.9554 -4.7618 -2.1637 -0.59
C -2.3095 -4.4574 -1.8877 0.00
H -3.6177 -2.5605 -5.7811 0.30
H -2.7812 -4.0777 -5.9070 0.33
H -2.0269 -2.7909 -6.6127 0.31
H -0.0422 -2.5334 -4.7957 0.46
H -0.5720 -4.2638 -4.9688 0.34
H -0.3831 -2.7937 -2.3123 -0.76
H 0.8285 -3.8771 -2.9993 0.46
H -2.5422 -3.6890 -1.1504 -0.54
H -2.8120 -5.2503 -1.3337 0.52
H -2.9520 -4.3610 -2.7630 0.34
```

Computed properties:
Energy above the lowest of the compared OMol25 structures with the same formula, charge and spin ... 8.502 eV
Orbital gap ... 8.2060 eV
LUMO energy ... 0.643 eV

***

DFT (wB97M-V/def2-TZVPD) results for a 2-piece molecular cluster, C4H7NO overall at a distorted geometry.

Geometry as XYZ:
```
13
Properties=species:S:1:pos:R:3:mulliken_charge:R:1
C 0.6088 -1.0814 0.0390 -0.07
C -2.2227 0.7160 -0.4735 -0.10
C -1.8763 -0.6897 -0.3284 -0.31
C 2.4751 0.3908 0.3189 -0.87
N 1.1393 0.0130 0.0243 -0.26
O -2.4433 0.0387 0.7572 -0.37
H 0.5893 -2.0663 0.3332 0.35
H -1.4355 1.5760 -0.3299 0.17
H -3.2078 0.8613 -0.8634 0.26
H -2.1832 -1.6286 -0.8324 0.26
H 2.9497 0.6288 -0.5800 0.33
H 3.0933 -0.1023 1.0389 0.33
H 2.5133 1.3436 0.8961 0.29
```

Computed properties:
Energy above the lowest of the compared OMol25 structures with the same formula, charge and spin ... 7.425 eV
Orbital gap (spin up / spin down) ... 7.9652 / 8.1614 eV
LUMO energy (spin up / spin down) ... 0.838 / 0.708 eV

***

DFT (wB97M-V/def2-TZVPD) results for C62H50Cl2F3N7O2S4Ta as an isolated structure at a distorted geometry.

Geometry as XYZ:
```
131
Properties=species:S:1:pos:R:3:mulliken_charge:R:1
Ta -1.0835 0.3958 -1.0528 0.73
N -0.5529 0.3700 0.7842 0.67
S -0.0762 0.5483 2.1879 1.66
N 1.3558 -0.1702 2.4159 -0.23
S 2.6669 0.4892 1.8517 1.42
N 2.6159 1.1574 0.4500 0.17
S 2.2866 0.5949 -1.0529 1.65
N 0.9004 0.1548 -1.3552 0.44
C 2.9373 1.9318 -2.0322 1.47
C 2.5495 1.9722 -3.3632 -0.91
C 3.1657 2.8784 -4.2085 -0.73
C 4.1680 3.7109 -3.7270 -0.85
C 4.5456 3.6577 -2.3909 -0.98
C 3.9300 2.7634 -1.5303 -0.51
C 3.4210 -0.7492 -1.3768 0.54
C 2.8779 -1.9577 -1.7802 -0.43
C 3.7263 -3.0196 -2.0477 -0.81
C 5.0982 -2.8557 -1.9188 -0.79
C 5.6297 -1.6249 -1.5534 -0.87
C 4.7912 -0.5567 -1.2820 -0.84
C 3.8821 -0.7855 2.0382 0.52
C 5.2062 -0.3811 2.1492 -0.76
C 6.1796 -1.3489 2.3170 -0.88
C 5.8225 -2.6914 2.3635 -0.63
C 4.4915 -3.0744 2.2530 -0.86
C 3.5020 -2.1176 2.0946 -0.44
C 3.1840 1.7715 2.9632 0.44
C 3.2628 1.4015 4.3020 -1.07
C 3.6023 2.3648 5.2339 -0.72
C 3.8533 3.6697 4.8225 -0.62
C 3.7826 4.0133 3.4789 -0.95
C 3.4486 3.0594 2.5304 -0.02
C -1.1188 -0.2090 3.3954 0.44
C -2.4628 0.1411 3.3334 -0.60
C -3.3199 -0.3959 4.2765 -0.66
C -2.8311 -1.2605 5.2507 -0.76
C -1.4827 -1.5921 5.2970 -0.85
C -0.6070 -1.0580 4.3653 -0.54
C 0.0107 2.2792 2.5971 0.63
C -0.1466 2.6939 3.9118 -0.42
C -0.1410 4.0545 4.1753 -1.11
C 0.0012 4.9681 3.1381 -0.87
C 0.1622 4.5329 1.8284 -0.75
C 0.1678 3.1773 1.5496 0.94
H 1.7835 1.2946 -3.7217 0.49
H 2.8716 2.9289 -5.2480 0.53
H 4.6605 4.4021 -4.3974 0.47
H 5.3256 4.3082 -2.0192 0.51
H 4.2034 2.7163 -0.4858 0.35
H 1.8072 -2.0316 -1.9015 0.25
H 3.3155 -3.9653 -2.3756 0.57
H 5.7592 -3.6873 -2.1254 0.47
H 6.7013 -1.4904 -1.4940 0.50
H 5.1998 0.4123 -1.0262 0.46
H 5.4622 0.6725 2.1349 0.54
H 7.2156 -1.0557 2.4200 0.49
H 6.5872 -3.4450 2.4977 0.47
H 4.2203 -4.1198 2.3110 0.52
H 2.4536 -2.3801 2.0391 0.50
H 3.0718 0.3763 4.5968 0.44
H 3.6766 2.0973 6.2790 0.51
H 4.1125 4.4223 5.5552 0.47
H 3.9924 5.0273 3.1659 0.54
H 3.3874 3.3019 1.4779 0.37
H -2.8215 0.8170 2.5630 0.47
H -4.3680 -0.1335 4.2508 0.51
H -3.5082 -1.6747 5.9859 0.47
H -1.1090 -2.2579 6.0624 0.50
H 0.4498 -1.2893 4.3793 0.43
H -0.2866 1.9740 4.7092 0.65
H -0.2714 4.4003 5.1918 0.57
H -0.0307 6.0285 3.3514 0.49
H 0.2678 5.2437 1.0194 0.65
H 0.2809 2.8091 0.5412 -0.83
F 0.5535 4.7931 -3.7601 -0.16
C -0.5607 4.4584 -4.4492 0.57
F -1.6095 4.9724 -3.7916 -0.21
F -0.4885 5.0508 -5.6413 -0.30
C -0.6682 2.9601 -4.5872 -0.05
C -0.7011 2.3583 -5.8300 -0.41
C -0.7604 0.9711 -5.9103 -1.24
C -0.7972 0.2441 -4.7412 -0.69
N -0.7812 0.8148 -3.5336 0.24
C -0.7130 2.1506 -3.4409 0.68
S -0.6717 2.7571 -1.8174 -0.60
H -0.6755 2.9633 -6.7266 0.60
H -0.7741 0.4696 -6.8668 0.50
H -0.8279 -0.8383 -4.7559 0.65
Cl -2.8719 -1.2930 0.4341 1.17
C -3.7329 -2.7001 -0.1676 0.28
C -3.2939 -3.9537 0.2129 -0.66
C -3.8859 -5.0722 -0.3476 -0.93
C -4.8787 -4.9230 -1.3037 -0.49
C -5.3459 -3.6629 -1.6328 0.53
Cl -6.6257 -3.4834 -2.7781 -0.21
C -4.8349 -2.5106 -1.0183 -1.00
N -5.3690 -1.2489 -1.2471 0.05
C -5.8102 -0.4712 -0.1253 0.23
C -6.3798 -1.0914 0.9839 -0.48
C -6.7807 -0.3444 2.0779 -0.80
C -6.6383 1.0357 2.0622 -0.80
C -6.0836 1.6550 0.9544 -0.84
C -5.6615 0.9144 -0.1448 0.68
C -4.9461 1.6071 -1.2941 -1.42
C -3.5050 1.2077 -1.1928 0.78
O -2.7954 1.5452 -0.2024 -0.19
O -2.9386 0.4637 -2.0647 -0.57
H -2.4986 -4.0461 0.9395 0.57
H -3.5750 -6.0624 -0.0430 0.50
H -5.3275 -5.7941 -1.7623 0.53
H -6.0173 -1.2330 -2.0243 0.38
H -6.5182 -2.1655 0.9814 0.51
H -7.2257 -0.8402 2.9312 0.49
H -6.9711 1.6343 2.9003 0.46
H -5.9879 2.7338 0.9324 0.44
H -5.0238 2.6838 -1.1529 0.56
H -5.3395 1.3352 -2.2705 0.31
C -0.6660 -6.1445 -2.6514 -1.77
C -0.7787 -4.6888 -2.3424 0.91
C -1.5660 -3.8327 -3.1085 -1.44
C -1.6470 -2.4939 -2.7828 -1.11
N -0.9730 -1.9614 -1.7589 1.03
C -0.2328 -2.7759 -0.9949 -0.98
C -0.1046 -4.1214 -1.2578 -0.73
H -1.5945 -6.5335 -3.0674 0.43
H -0.4019 -6.7151 -1.7627 0.42
H 0.1117 -6.3114 -3.4006 0.35
H -2.1257 -4.2093 -3.9547 0.52
H -2.2791 -1.8182 -3.3471 0.89
H 0.2704 -2.3044 -0.1582 0.65
H 0.5121 -4.7403 -0.6181 0.59
```

Computed properties:
Energy above the lowest of the compared OMol25 structures with the same formula, charge and spin ... 0.308 eV
Orbital gap ... 6.7872 eV
LUMO energy ... -7.382 eV
Charge ... +3

***

DFT (wB97M-V/def2-TZVPD) results for one molecule with the formula C27H25N3O7 at a distorted geometry.

Geometry as XYZ:
```
62
Properties=species:S:1:pos:R:3:mulliken_charge:R:1
C 4.8176 2.6363 -3.6790 -0.87
O 3.5453 3.1899 -3.4490 -0.47
C 2.8639 2.8053 -2.3301 0.80
C 3.3198 1.8889 -1.3900 -0.52
C 2.5403 1.5594 -0.2950 -0.87
C 1.2966 2.1464 -0.1165 0.36
N 0.4426 1.7958 0.9359 0.09
C 0.7928 1.1782 2.1155 0.38
O 1.9217 1.1179 2.5447 -0.64
N -0.2998 0.6834 2.8076 0.20
C -0.0548 0.1076 4.1253 -1.41
C 0.0185 -1.3970 4.0858 0.36
C 1.0554 -2.0098 3.3973 -0.33
C 1.1451 -3.3931 3.2856 -1.24
C 0.1591 -4.1347 3.8904 1.05
C -0.8862 -3.5266 4.5853 0.92
C -0.9833 -2.1614 4.6924 -1.02
O -1.7245 -4.4898 5.0852 -0.51
C -1.1674 -5.7257 4.6906 -0.27
O 0.0050 -5.4956 3.9414 -0.49
C -1.4785 0.2133 2.1089 0.24
C -2.5615 1.2627 1.8401 -0.96
C -2.7497 1.2736 0.3319 0.47
O -3.4945 1.9807 -0.2904 -0.60
N -1.9124 0.3146 -0.2122 0.41
C -1.7889 0.0737 -1.6096 -0.18
C -1.7262 -1.2320 -2.0830 -0.21
C -1.5710 -1.4624 -3.4313 -0.84
C -1.4803 -0.3983 -4.3322 0.98
O -1.3242 -0.7377 -5.6367 -0.47
C -1.2084 0.2900 -6.5929 -0.80
C -1.5553 0.9046 -3.8500 -0.51
C -1.7058 1.1356 -2.4948 -0.44
C -1.1219 -0.3356 0.7209 -0.19
O -0.3126 -1.1875 0.4840 -0.58
C 0.8434 3.0738 -1.0522 -0.34
C 1.6144 3.3975 -2.1460 -0.70
H 4.7680 1.5491 -3.7989 0.34
H 5.1706 3.0846 -4.6067 0.24
H 5.5151 2.8813 -2.8715 0.34
H 4.2821 1.4148 -1.4969 0.40
H 2.9025 0.8477 0.4273 0.46
H -0.4811 2.1909 0.8637 0.05
H -0.8538 0.4379 4.7961 0.31
H 0.8968 0.5220 4.4646 0.59
H 1.8092 -1.3916 2.9368 0.51
H 1.9486 -3.8661 2.7479 0.44
H -1.7947 -1.7055 5.2373 0.42
H -0.9235 -6.3218 5.5850 0.25
H -1.8964 -6.2782 4.0760 0.25
H -1.8775 -0.6259 2.6895 0.50
H -2.2848 2.2560 2.1980 0.32
H -3.5149 1.0113 2.3067 0.37
H -1.7886 -2.0602 -1.3960 0.44
H -1.5159 -2.4671 -3.8181 0.43
H -0.3376 0.9233 -6.3974 0.32
H -2.1102 0.9093 -6.6276 0.32
H -1.0807 -0.2129 -7.5501 0.24
H -1.4911 1.7507 -4.5144 0.37
H -1.7663 2.1494 -2.1359 0.40
H -0.1199 3.5462 -0.9175 0.47
H 1.2699 4.1127 -2.8757 0.45
```

Computed properties:
Energy above the lowest of the compared OMol25 structures with the same formula, charge and spin ... 0.220 eV
Orbital gap ... 8.4163 eV
LUMO energy ... 0.559 eV

***

DFT (wB97M-V/def2-TZVPD) results for one molecule with the formula C7H12.

Geometry as XYZ:
```
19
Properties=species:S:1:pos:R:3:mulliken_charge:R:1
C -0.2064 2.0538 0.7616 -1.43
C 0.5104 0.7193 1.0378 0.45
C 1.5838 0.4251 0.0178 -0.62
C 1.2943 -0.6306 -0.7368 -0.60
C -0.0042 -1.2980 -0.3434 0.49
C -1.0601 -1.2906 -1.4518 -1.45
C -0.4626 -0.4831 0.8983 -1.04
H -0.6233 2.0471 -0.2559 0.29
H -1.0589 2.1487 1.4453 0.38
H 0.4672 2.9193 0.8878 0.38
H 0.9418 0.7716 2.0492 0.34
H 2.4739 1.0475 -0.0776 0.41
H 1.9163 -1.0036 -1.5471 0.41
H 0.1959 -2.3447 -0.0690 0.31
H -1.2870 -0.2615 -1.7577 0.29
H -1.9914 -1.7412 -1.0890 0.37
H -0.7329 -1.8482 -2.3366 0.39
H -0.4594 -1.1040 1.8025 0.29
H -1.4974 -0.1269 0.7643 0.34
```

Computed properties:
Energy above the lowest of the compared OMol25 structures with the same formula, charge and spin ... 0.152 eV
Orbital gap ... 10.3097 eV
LUMO energy ... 1.194 eV